Here is C6H8NO as an isolated structure from the OMol25 dataset. Energies are from the ωB97M-V functional and the def2-TZVPD basis.

```
16
Properties=species:S:1:pos:R:3:forces:R:3
C -0.55548 1.50420 -1.20457 -0.214 0.112 -0.871
C -1.37394 1.34773 -0.02910 -0.911 -2.081 2.186
C 0.07732 0.41832 -1.62339 -0.767 -1.635 4.259
C -1.06798 0.41866 0.90475 -0.167 -0.155 1.004
C 1.11409 -0.25885 1.69396 -1.531 1.333 1.359
C 0.27495 -1.14294 -0.37179 -1.457 2.798 -3.934
N 0.19708 -0.35260 0.80820 -0.297 -0.134 0.260
O 1.41058 -1.77032 -0.52222 3.245 -1.791 -0.569
H -0.60759 2.46746 -1.74442 0.232 -0.751 0.116
H -2.38994 1.73517 0.10884 0.614 0.538 -0.258
H 0.72450 0.31827 -2.39024 1.879 -0.393 -2.606
H -1.61521 0.09625 1.83728 0.351 0.774 -1.388
H 2.08919 -0.70588 1.60191 -0.025 -0.361 -0.057
H 0.75787 0.35144 2.58535 1.159 -0.675 -1.147
H -0.54047 -1.80865 -0.57930 -1.148 0.379 0.461
H 1.50502 -2.61826 -1.07525 -0.964 2.043 1.185
```
Forces are in eV/Å.

The electronic energy comes out at -9878.3751 eV. The calculation puts the HOMO energy at -13.748 eV. As for the charge: +1. Its relative energy (zero: lowest compared OMol25 entry of this formula, charge and spin) is 2.005 eV. The calculation puts the HOMO-LUMO gap at 8.849 eV.